No. 1
{"formula": "C4H8O3Tm", "method": "ωB97M-V/def2-TZVPD", "homo_energy_ha": [-0.622, -0.666], "spin_multiplicity": 4, "de_lowest_ev": 2.954, "charge": 2, "symbols": ["C", "O", "H", "H", "H", "O", "C", "C", "O", "C", "Tm", "H", "H", "H", "H", "H"], "coordinates": [[1.74, -0.22, -1.77], [2.10, 0.05, -0.56], [-0.09, 0.10, -1.83], [2.45, 0.04, -2.58], [1.40, -1.27, -1.87], [-0.77, 1.23, 0.03], [-1.28, 0.51, -0.96], [-1.96, -0.73, -0.38], [-1.02, -1.42, 0.44], [-1.21, -1.48, 1.77], [0.82, 0.52, 1.28], [-1.99, 1.04, -1.61], [-2.23, -1.41, -1.20], [-2.86, -0.43, 0.19], [-0.53, -2.18, 2.27], [-2.12, -1.03, 2.17]]}

No. 2
{"formula": "C4H8O4", "method": "ωB97M-V/def2-TZVPD", "homo_energy_ha": -0.333, "spin_multiplicity": 1, "de_lowest_ev": 5.124, "charge": 0, "symbols": ["C", "C", "C", "C", "H", "H", "H", "H", "H", "H", "H", "H", "O", "O", "O", "O"], "coordinates": [[1.48, 0.21, 0.26], [0.11, 0.51, -0.20], [-1.15, 0.49, 0.67], [-0.90, -0.67, -0.17], [1.40, -1.54, -0.27], [2.07, 1.11, 0.15], [1.42, -0.06, 1.33], [1.33, 1.10, -1.73], [-1.00, 0.26, 1.75], [-1.89, 1.71, -0.44], [-1.46, -0.78, -1.04], [-1.04, -2.26, 0.91], [2.01, -0.79, -0.57], [0.13, 1.22, -1.39], [-2.20, 1.28, 0.36], [-0.29, -1.78, 0.39]]}

No. 3
{"formula": "C4H8O4", "method": "ωB97M-V/def2-TZVPD", "smiles": "CC(=O)C(O)(O)CO", "homo_energy_ha": -0.358, "spin_multiplicity": 1, "de_lowest_ev": 3.492, "charge": 0, "symbols": ["C", "C", "C", "C", "O", "O", "O", "O", "H", "H", "H", "H", "H", "H", "H", "H"], "coordinates": [[0.66, 0.21, -0.45], [0.05, 1.53, -0.01], [-1.15, -1.28, 0.76], [0.21, -0.61, 0.83], [0.11, -0.22, -1.68], [2.05, 0.25, -0.49], [-1.16, 1.86, -0.58], [1.15, -1.13, 1.48], [2.32, -0.38, 0.23], [0.80, -0.74, -2.11], [-1.18, 1.44, -1.46], [0.72, 2.38, 0.06], [-0.18, 1.02, 1.19], [-1.86, -0.68, 0.20], [-1.52, -1.42, 1.77], [-1.04, -2.25, 0.26]]}

No. 4
{"formula": "C4H8O4", "method": "ωB97M-V/def2-TZVPD", "smiles": "COC=O.COC=O", "homo_energy_ha": -0.389, "spin_multiplicity": 1, "de_lowest_ev": 3.646, "charge": 0, "symbols": ["O", "O", "C", "C", "H", "H", "H", "H", "O", "O", "C", "C", "H", "H", "H", "H"], "coordinates": [[3.81, -3.10, -11.03], [5.43, -3.99, -9.73], [4.59, -4.03, -10.73], [6.56, -4.89, -9.78], [4.73, -5.01, -11.21], [7.27, -4.52, -10.53], [6.23, -5.90, -10.07], [7.07, -4.95, -8.81], [9.95, -5.55, -11.30], [7.80, -6.12, -11.37], [8.80, -5.27, -11.55], [7.91, -7.39, -10.86], [8.42, -4.36, -12.05], [8.32, -8.07, -11.62], [6.92, -7.77, -10.55], [8.58, -7.40, -9.98]]}

No. 5
{"formula": "C4H8O4", "method": "ωB97M-V/def2-TZVPD", "homo_energy_ha": -0.346, "spin_multiplicity": 1, "de_lowest_ev": 4.065, "charge": 0, "symbols": ["C", "C", "C", "C", "O", "O", "O", "O", "H", "H", "H", "H", "H", "H", "H", "H"], "coordinates": [[-0.84, 0.27, 0.38], [-0.01, -1.00, 0.52], [-0.47, 1.01, -1.37], [1.48, -0.80, 0.38], [-2.16, -0.09, 0.32], [-0.54, 1.30, 1.17], [2.16, -1.55, 1.28], [2.05, -0.12, -0.44], [-0.26, 1.54, -0.03], [-2.67, 0.71, 0.52], [3.11, -1.42, 1.12], [-0.23, -1.37, 1.52], [-0.34, -1.76, -0.18], [0.36, 1.71, -1.54], [-1.41, 1.44, -1.71], [-0.22, 0.12, -1.93]]}

No. 6
{"formula": "C4H8O5", "method": "ωB97M-V/def2-TZVPD", "homo_energy_ha": -0.322, "spin_multiplicity": 1, "de_lowest_ev": 2.315, "charge": 0, "symbols": ["C", "C", "C", "C", "O", "O", "O", "O", "O", "H", "H", "H", "H", "H", "H", "H", "H"], "coordinates": [[-0.64, 0.53, -0.14], [0.40, 0.40, 0.88], [1.88, 0.75, 0.00], [-1.26, -1.24, 0.21], [-1.60, 1.42, 0.22], [-0.43, 0.59, -1.48], [-2.60, -1.28, 0.32], [2.06, -0.25, -0.98], [-0.59, -2.23, 0.06], [-2.23, 1.53, -0.50], [0.39, 0.10, -1.70], [-2.89, -2.21, 0.43], [1.97, -1.13, -0.59], [0.29, 1.13, 1.67], [0.68, -0.55, 1.33], [2.68, 0.72, 0.75], [1.89, 1.72, -0.50]]}

No. 7
{"formula": "C4H8OS", "method": "ωB97M-V/def2-TZVPD", "smiles": "CS[C@@H](C)C=O", "homo_energy_ha": -0.317, "spin_multiplicity": 1, "de_lowest_ev": 2.795, "charge": 0, "symbols": ["C", "C", "C", "C", "H", "H", "H", "H", "H", "H", "H", "H", "O", "S"], "coordinates": [[-1.85, 0.45, 0.60], [0.58, -0.42, 0.27], [1.74, -1.26, 0.11], [1.14, 1.04, 0.11], [-1.59, 1.49, 0.34], [-1.62, -0.21, 1.48], [-2.96, 0.34, 0.51], [0.23, -0.56, 1.37], [2.18, -0.99, -0.93], [2.31, -1.03, 1.25], [1.29, -2.25, 0.09], [2.11, 1.35, 0.50], [0.54, 1.88, -0.42], [-1.00, -0.75, -0.48]]}

No. 8
{"formula": "C4H8OS", "method": "ωB97M-V/def2-TZVPD", "homo_energy_ha": -0.301, "spin_multiplicity": 1, "de_lowest_ev": 2.755, "charge": 0, "symbols": ["C", "C", "C", "C", "O", "S", "H", "H", "H", "H", "H", "H", "H", "H"], "coordinates": [[1.72, -0.70, -0.30], [-0.97, -1.30, 0.25], [-0.53, 1.14, -0.40], [-0.13, -0.06, 0.42], [-0.27, 2.36, 0.26], [3.02, 0.15, -0.01], [1.62, -1.60, -0.87], [-1.03, -1.59, -0.79], [-1.99, -1.11, 0.61], [-0.55, -2.12, 0.83], [-0.04, 1.13, -1.39], [-1.61, 1.12, -0.57], [0.11, 0.18, 1.45], [0.66, 2.39, 0.50]]}

No. 9
{"formula": "C4H8OS", "method": "ωB97M-V/def2-TZVPD", "smiles": "C[C@H](O)[C@@H]1CS1", "homo_energy_ha": -0.332, "spin_multiplicity": 1, "de_lowest_ev": 0.989, "charge": 0, "symbols": ["C", "C", "C", "C", "H", "H", "H", "H", "H", "H", "H", "H", "O", "S"], "coordinates": [[0.46, 0.29, 2.25], [-0.16, -0.60, 1.11], [-0.69, 0.28, -0.07], [-1.01, -0.26, -1.37], [1.51, 0.60, 2.03], [0.50, -0.29, 3.22], [-0.08, 1.24, 2.44], [-1.04, -1.17, 1.48], [1.07, -1.27, -0.23], [-1.33, 1.12, 0.27], [-1.88, 0.10, -1.93], [-0.69, -1.29, -1.56], [0.70, -1.56, 0.60], [0.30, 0.95, -1.38]]}

no.,energy (eV)
1,-39927.7011
2,-12464.0355
3,-12465.6674
4,-12465.5131
5,-12465.0946
6,-14513.4808
7,-17157.6548
8,-17157.6953
9,-17159.4612